Entry from the OMol25 dataset: the molecule C6H12 in a non-equilibrium geometry (ωB97M-V/def2-TZVPD).

Last columns: bonded neighbours and bond lengths (Å).
Cartesian coordinates (Å):
1 C 1.40 0.32 0.93  C2 1.526, H7 1.100, H8 1.094, H9 1.097
2 C 0.13 -0.22 0.27  C1 1.526, C3 1.539, C4 1.596, C6 1.584
3 C -0.22 -1.59 0.89  C2 1.539, H10 1.102, H11 1.096, H12 1.097
4 C -1.07 0.82 0.10  C2 1.596, C5 1.498, H13 1.094, H14 1.115
5 C -0.66 1.09 -1.31  C4 1.498, C6 1.572, H15 1.094, H16 1.116
6 C 0.20 -0.23 -1.31  C2 1.584, C5 1.572, H17 1.103, H18 1.095
7 H 2.25 -0.35 0.79  C1 1.100
8 H 1.67 1.30 0.52  C1 1.094
9 H 1.25 0.45 2.01  C1 1.097
10 H 0.61 -2.31 0.75  C3 1.102
11 H -1.10 -2.04 0.42  C3 1.096
12 H -0.40 -1.52 1.96  C3 1.097
13 H -2.00 0.25 0.14  C4 1.094
14 H -1.41 1.84 0.41  C4 1.115
15 H 0.02 1.95 -1.42  C5 1.094
16 H -1.61 1.51 -1.70  C5 1.116
17 H 1.22 -0.16 -1.72  C6 1.103
18 H -0.27 -1.12 -1.73  C6 1.095

As for the spin multiplicity: 1. Its SMILES is CC1(C)CCC1. The HOMO-LUMO gap is 10.81 eV. The value obtained for the strongest force on any atom is 0.0430 Eh/bohr. The lowest unoccupied orbital energy comes out at 1.0 eV.